# 1
C37H43KNP2Si | the ωB97M-V functional and the def2-TZVPD basis

Geometry as XYZ:
```
85
Properties=species:S:1:pos:R:3:forces:R:3
K -0.233827 0.932116 -0.056272 -0.1 0.3 -0.2
C 0.621617 -0.017146 4.236312 0.0 -0.1 -0.1
P -0.374305 -0.496969 2.760178 0.1 0.0 0.5
C -2.047852 -0.508023 3.542566 0.1 0.0 0.0
C -0.040321 -2.303499 2.640934 -0.1 -0.1 -0.2
C 0.753069 -2.988956 3.560425 0.0 0.0 0.0
C 1.019436 -4.341741 3.404679 0.0 0.0 0.1
C 0.502679 -5.030162 2.320324 -0.1 0.0 -0.1
C -0.282647 -4.359673 1.395033 0.0 0.0 0.0
C -0.566160 -3.004276 1.536854 0.1 0.1 0.1
P -1.581995 -2.076937 0.303715 0.0 -0.2 -0.1
C -0.732403 -2.528748 -1.266496 0.0 0.0 0.1
C -3.080252 -3.144571 0.198775 0.1 0.0 0.0
H 0.353873 -0.574965 5.136292 0.0 0.0 0.0
H 0.448745 1.044147 4.416579 0.0 0.0 0.0
H 1.684558 -0.148359 4.025760 0.0 0.0 0.0
H -2.103420 -1.250128 4.340649 0.0 0.0 0.0
H -2.815380 -0.716102 2.797033 0.0 0.0 0.0
H -2.239675 0.482333 3.958278 0.0 0.0 0.0
H 1.173003 -2.467890 4.411135 0.0 0.0 0.0
H 1.644399 -4.855823 4.126205 0.0 0.0 0.0
H 0.725259 -6.081658 2.184858 0.0 0.0 0.0
H -0.670676 -4.904364 0.541461 0.0 0.0 0.0
H -0.646443 -3.609094 -1.397655 0.0 0.0 0.0
H 0.270134 -2.093199 -1.280071 0.0 0.0 0.0
H -1.304553 -2.111218 -2.097455 0.0 0.0 0.0
H -3.715697 -2.971330 1.068096 0.0 0.0 0.0
H -2.825924 -4.204257 0.149114 0.0 0.0 0.0
H -3.645286 -2.866524 -0.692446 0.0 0.0 0.0
C -3.922677 0.197222 -2.014740 0.0 -0.1 0.0
N -4.945632 0.941630 -1.302415 0.0 0.0 0.0
C -5.860889 1.565780 -2.238142 0.0 0.0 0.0
C -4.367760 1.899493 -0.340353 0.0 0.0 0.0
C -3.475330 2.983640 -0.918943 0.0 0.1 -0.1
C -4.083647 4.154582 -1.384093 0.1 0.0 0.0
C -3.328044 5.163550 -1.971529 0.0 -0.1 0.0
C -1.955000 4.985951 -2.087768 0.0 0.0 0.0
C -1.368937 3.815958 -1.604929 -0.1 0.0 0.0
C -2.080358 2.762538 -0.992855 -0.2 0.2 -0.1
H -4.403122 -0.534861 -2.672060 0.0 0.0 0.0
H -3.296945 -0.335091 -1.294409 0.0 0.0 0.0
H -3.261838 0.834452 -2.617307 0.0 0.0 0.0
H -6.365810 0.790709 -2.821271 0.0 0.0 0.0
H -5.368398 2.258595 -2.937732 0.0 0.0 0.0
H -6.619300 2.128405 -1.688336 0.0 0.0 0.0
H -3.774861 1.312801 0.367152 0.0 0.0 0.0
H -5.212218 2.337115 0.204474 0.0 0.0 0.0
H -5.159386 4.288978 -1.283080 0.0 0.0 0.0
H -3.801469 6.071378 -2.328769 0.0 0.0 0.0
H -1.346284 5.760673 -2.546093 0.0 0.0 0.0
H -0.283819 3.733019 -1.715738 0.0 0.0 0.0
C 3.434532 -4.575639 -0.519287 0.0 0.0 0.0
C 3.446783 -4.026836 -1.794545 0.0 0.1 0.0
C 3.302162 -2.652672 -1.971566 0.0 0.0 0.1
C 3.121411 -1.782008 -0.888179 0.0 -0.1 0.0
C 3.098109 -2.370974 0.387400 0.0 0.0 -0.1
C 3.265831 -3.736148 0.577322 0.0 0.1 -0.1
Si 2.723839 0.096793 -1.063661 0.2 0.0 -0.1
C 3.244239 0.426428 -2.897860 0.1 0.0 0.0
C 4.577452 0.379654 -3.329073 0.0 0.0 0.0
C 4.929218 0.618282 -4.651482 -0.1 0.0 0.0
C 3.947220 0.914254 -5.591992 0.0 0.0 0.1
C 2.619154 0.970703 -5.195208 0.0 0.0 0.1
C 2.281050 0.731951 -3.864795 0.1 0.0 0.0
C 4.231051 0.895258 -0.151638 0.1 0.0 0.0
C 4.264892 2.293045 -0.038784 0.0 -0.1 0.0
C 5.312609 2.959372 0.583816 0.0 -0.1 0.0
C 6.364549 2.238095 1.138878 0.0 0.0 0.0
C 6.354103 0.852646 1.052862 -0.1 0.0 0.0
C 5.305477 0.196878 0.412656 0.0 0.1 0.0
H 3.554215 -5.644126 -0.379638 0.0 0.0 0.0
H 3.578615 -4.671424 -2.656896 0.0 0.0 0.0
H 3.327668 -2.246660 -2.977211 0.0 0.0 0.0
H 2.940541 -1.735040 1.257514 0.0 0.0 0.0
H 3.247374 -4.150385 1.578539 0.0 0.0 0.0
H 5.358955 0.154854 -2.608753 0.0 0.0 0.0
H 5.970444 0.577013 -4.951607 0.0 0.0 0.0
H 4.218532 1.106951 -6.623439 0.0 0.0 0.0
H 1.846536 1.209198 -5.917323 0.0 0.0 0.0
H 1.237641 0.792427 -3.567881 0.0 0.0 0.0
H 3.445593 2.873525 -0.456736 0.0 0.0 0.0
H 5.307085 4.042020 0.643927 0.0 0.0 0.0
H 7.180755 2.751413 1.633693 0.0 0.0 0.0
H 7.170366 0.279425 1.479547 0.0 0.0 0.0
H 5.327267 -0.886478 0.349379 0.0 0.0 0.0
```
Forces are in eV/Å.

## Properties
Frontier orbital gap: 5.82 eV
Energy above the lowest of the compared OMol25 structures with the same formula, charge and spin: 0.0 kcal/mol
Total charge: -1
Multiplicity: 1

=====

# 2
C37H43N4 | the ωB97M-V functional and the def2-TZVPD basis

Geometry as XYZ:
```
84
Properties=species:S:1:pos:R:3:forces:R:3
C 2.930623 2.515642 -1.353029 0.5 -0.5 0.5
N 1.770483 3.026943 -2.040135 0.0 -0.8 -0.1
C 0.858222 2.260000 -2.736892 -1.4 2.5 1.9
C 0.579532 0.854051 -2.617049 1.7 -2.0 -2.2
N -0.017073 3.191150 -3.252747 0.3 -0.4 0.0
C -1.122733 2.868413 -4.106134 -0.7 -0.3 -0.5
C 0.273239 4.471789 -2.797784 -0.7 0.7 -0.1
C 1.408583 4.369235 -2.028287 0.2 0.6 0.5
C 1.902313 5.484346 -1.319297 -0.1 0.1 -0.3
C 1.216267 6.709065 -1.426201 0.6 -0.6 0.1
C 0.056530 6.803513 -2.203612 -0.4 0.0 -0.4
C -0.437094 5.688856 -2.890364 0.3 -0.2 -0.1
H 3.450476 3.356133 -0.848664 -0.4 -0.7 -0.3
H 2.618174 1.757560 -0.622907 0.2 0.3 0.0
H 3.622842 2.023802 -2.054584 -0.2 0.3 0.1
H 0.054326 0.529658 -3.558891 1.1 0.1 0.6
H 1.565533 0.349629 -2.420477 -1.0 0.1 -0.6
H -1.704644 3.787335 -4.305762 0.3 -0.7 0.1
H -0.775739 2.435964 -5.058153 -0.1 0.3 0.3
H -1.749081 2.110699 -3.620156 -0.1 0.3 -0.1
H 2.797770 5.380933 -0.713092 -0.2 0.2 0.0
H 1.581101 7.610404 -0.906700 -0.1 -0.7 -0.3
H -0.455380 7.783509 -2.267244 0.3 -0.9 0.0
H -1.341713 5.730662 -3.491663 0.1 0.2 0.2
C 0.883187 -0.489465 6.331393 0.2 0.4 0.3
C 0.082369 0.631270 6.966144 -0.5 0.0 0.1
N -0.143937 1.746777 6.051418 0.0 0.0 0.6
C -0.343678 3.032797 6.705274 0.5 0.1 0.0
C -1.201656 3.979674 5.889130 -0.2 -0.3 0.3
C -0.728122 4.051552 4.451075 0.2 0.4 0.0
C -0.499023 2.704085 3.853709 0.2 -1.0 -0.3
C -0.213436 1.587936 4.698871 0.0 -0.1 -0.5
C -0.008268 0.293949 4.127463 0.0 0.9 -0.6
C -0.107540 0.139592 2.754153 -0.3 0.5 0.1
C -0.410260 1.226203 1.894131 0.0 0.2 0.7
C -0.611913 1.000566 0.475743 0.9 -1.4 -1.1
C -0.235625 -0.148985 -0.198289 0.3 2.0 1.4
C -0.546549 -0.437978 -1.600812 -1.9 1.1 1.5
C -0.632204 -1.891243 -1.868808 0.8 -1.1 -0.9
C 0.367446 -2.773734 -1.372360 0.2 0.0 -0.7
C 0.515661 -4.092612 -1.793212 -0.6 0.2 -0.2
C -0.440253 -4.670790 -2.684903 0.1 0.5 0.0
N -0.271465 -5.945244 -3.155113 0.0 0.3 0.0
C 0.879485 -6.775447 -2.793419 -0.6 -0.2 0.3
C 2.082450 -5.973321 -2.372146 0.0 0.2 -0.3
C 1.709468 -4.909357 -1.364704 -0.2 0.3 0.6
C -1.190397 -6.552482 -4.113076 0.5 0.2 -0.2
C -2.591810 -6.017754 -3.975126 0.0 0.0 0.3
C -2.615899 -4.496177 -3.964846 -0.1 0.5 -0.2
C -1.563475 -3.868299 -3.075863 0.5 -0.1 0.6
C -1.641984 -2.539705 -2.655807 0.6 0.3 -0.2
C -0.581744 2.515711 2.479480 0.0 -1.3 0.1
C 0.314033 -0.882102 4.991565 -0.3 -0.4 -0.1
H 1.914923 -0.154473 6.217640 0.1 0.0 0.0
H 0.869435 -1.338098 7.009941 0.2 -0.1 0.1
H -0.890676 0.225110 7.306392 0.2 0.2 -0.1
H 0.587077 1.025467 7.862471 -0.1 -0.2 -0.3
H -0.781079 2.852295 7.699443 0.0 0.1 -0.4
H 0.641096 3.504382 6.874643 -0.2 -0.1 0.0
H -2.235757 3.628197 5.922319 0.0 0.1 0.0
H -1.155212 4.962900 6.357138 -0.2 0.0 0.0
H -1.471638 4.578400 3.850507 0.1 0.1 0.0
H 0.205526 4.626839 4.416864 -0.1 0.0 -0.1
H -0.013837 -0.875859 2.347218 0.0 0.5 0.2
H -1.015394 1.834747 -0.098362 -0.3 -0.1 0.0
H 0.446956 -0.810869 0.358732 -0.7 0.0 -0.5
H -1.440758 0.093604 -1.955850 0.2 -0.4 0.4
H 1.121993 -2.404752 -0.675732 -0.1 0.0 -0.3
H 0.574238 -7.426807 -1.959591 0.1 -0.1 -0.2
H 1.106854 -7.422004 -3.650369 0.0 0.2 0.2
H 2.819056 -6.648171 -1.948710 0.2 -0.1 0.0
H 2.506690 -5.492317 -3.249971 0.2 0.0 -0.2
H 2.545205 -4.221573 -1.212044 0.0 -0.2 0.1
H 1.495756 -5.384507 -0.397957 0.1 0.0 -0.1
H -0.829321 -6.368581 -5.138796 0.0 0.0 0.1
H -1.149596 -7.634748 -3.952090 -0.2 0.1 0.0
H -3.178671 -6.398860 -4.806314 -0.2 0.0 0.0
H -3.025010 -6.398991 -3.051487 -0.1 0.0 0.1
H -2.464244 -4.137528 -4.994242 -0.1 0.0 0.2
H -3.603834 -4.152137 -3.641200 0.1 0.0 -0.2
H -2.523552 -1.983531 -2.977453 0.2 0.1 0.0
H -0.821745 3.362405 1.841140 0.0 0.0 0.0
H 1.028555 -1.517463 4.464985 -0.1 -0.1 0.0
H -0.600457 -1.467788 5.139495 0.1 -0.1 0.0
```
Forces are in eV/Å.

## Properties
Frontier orbital gap: 5.32 eV
Total charge: +1
Multiplicity: 1

=====

Number 1: highest occupied orbital energy -3.611 eV. Number 2: highest occupied orbital energy -8.717 eV.